Molecular formula: C25H68N4O29S7
Method: DFT, ωB97M-V/def2-TZVPD

XYZ file:
```
133
Properties=species:S:1:pos:R:3:lowdin_charge:R:1
O 5.41210 7.23444 -1.26513 -0.275
S 5.00519 5.90978 -0.93406 0.571
O 5.93819 4.98341 -0.37431 -0.280
O 3.75616 6.04575 0.05324 -0.267
C 3.49502 4.92538 0.93845 -0.256
C 2.27546 5.29844 1.73271 -0.077
C 4.14799 5.22093 -2.33164 -0.117
H 4.37160 4.72633 1.54819 0.117
H 3.24693 4.06579 0.30830 0.108
H 2.48019 6.10266 2.44573 0.080
H 1.97851 4.48716 2.40292 0.075
H 1.43735 5.55684 1.09275 0.080
H 3.23319 5.79125 -2.44986 0.075
H 4.03403 4.14672 -2.22335 0.038
H 4.77683 5.41310 -3.20131 0.079
O -1.94807 -6.07306 -3.04105 -0.268
S -1.22680 -4.86842 -3.28073 0.568
O -0.04627 -4.85895 -4.08659 -0.271
O -2.25476 -3.80113 -3.87622 -0.248
C -1.61534 -2.64979 -4.48549 -0.268
C -2.60969 -1.54258 -4.70037 -0.057
C -0.84544 -4.08247 -1.73182 -0.120
H -1.12040 -2.95914 -5.40493 0.122
H -0.80643 -2.28275 -3.84641 0.107
H -2.05167 -0.65100 -4.99389 0.068
H -3.16261 -1.27606 -3.80114 0.079
H -3.31058 -1.75403 -5.50759 0.085
H -0.26630 -3.19658 -1.97866 0.058
H -0.24829 -4.76901 -1.13875 0.082
H -1.78371 -3.80766 -1.25994 0.051
O -5.34077 -3.62939 2.28002 -0.266
S -4.07426 -4.13040 1.84847 0.578
O -2.89906 -3.33320 1.91273 -0.264
O -3.75981 -5.44591 2.70770 -0.260
C -4.83610 -6.27751 3.13528 -0.282
C -4.40917 -7.00182 4.39843 -0.059
C -4.26892 -4.85877 0.23877 -0.103
H -5.11545 -7.02920 2.38676 0.121
H -5.74439 -5.69966 3.30536 0.115
H -4.04004 -6.28428 5.13241 0.082
H -3.59322 -7.67903 4.14959 0.075
H -5.28125 -7.49927 4.81705 0.084
H -3.29180 -5.28436 0.01234 0.065
H -4.53701 -4.08356 -0.47114 0.081
H -4.99398 -5.65901 0.34230 0.069
O -1.46706 -3.99229 5.78482 -0.269
S -0.12852 -4.20169 5.33124 0.571
O 0.88752 -3.24062 5.58302 -0.274
O 0.35961 -5.59262 5.93506 -0.257
C -0.62119 -6.65508 5.98128 -0.268
C 0.12030 -7.93075 6.32475 -0.059
C -0.13922 -4.58222 3.59308 -0.113
H -1.12813 -6.75853 5.02063 0.101
H -1.36195 -6.39063 6.73565 0.120
H 0.50086 -7.95105 7.34270 0.081
H 0.96741 -8.00861 5.64182 0.083
H -0.55696 -8.77060 6.17111 0.081
H -0.96495 -5.26757 3.42489 0.053
H 0.83872 -4.90079 3.25043 0.073
H -0.36500 -3.64525 3.08473 0.051
O 0.56401 2.61168 0.81609 -0.270
S -0.18320 2.21400 -0.33230 0.570
O -0.04868 2.90071 -1.57272 -0.272
O 0.03031 0.66051 -0.62339 -0.260
C 0.30307 -0.22317 0.49551 -0.247
C -0.89690 -1.10647 0.72531 -0.043
C -1.90922 2.21588 0.07694 -0.100
H 0.53977 0.36470 1.38546 0.104
H 1.24743 -0.73447 0.30518 0.108
H -1.07194 -1.80621 -0.09191 0.057
H -1.78608 -0.47371 0.74495 0.075
H -0.86333 -1.65066 1.66560 0.068
H -2.41553 1.47169 -0.53056 0.060
H -2.25205 3.22670 -0.12406 0.047
H -1.98699 1.89708 1.11546 0.060
O 2.12484 3.29737 -4.06231 -0.245
S 0.83138 3.27263 -4.64012 0.561
O -0.14850 4.25691 -4.29100 -0.289
O 1.02605 3.32493 -6.22913 -0.251
C -0.03938 3.90047 -7.00456 -0.273
C 0.04539 3.34499 -8.40915 -0.068
C 0.12406 1.66356 -4.50106 -0.114
H 0.03772 4.98584 -7.03593 0.122
H -1.00568 3.61667 -6.58482 0.103
H -0.73797 3.84195 -8.98743 0.082
H -0.20872 2.28492 -8.44199 0.079
H 1.02448 3.50483 -8.85332 0.081
H 0.11435 1.41665 -3.43915 0.049
H 0.84429 0.97544 -4.94276 0.081
H -0.87116 1.63070 -4.93116 0.046
O 5.20502 1.99800 -2.26463 -0.258
S 5.51050 0.88591 -1.43322 0.559
O 5.82401 -0.38864 -1.99772 -0.274
O 6.71165 1.35792 -0.51763 -0.245
C 7.55779 0.35061 0.06758 -0.267
C 8.81976 1.01887 0.55405 -0.067
C 4.21376 0.73928 -0.24993 -0.111
H 7.82161 -0.39867 -0.67731 0.113
H 7.02045 -0.13560 0.88660 0.119
H 9.43014 0.26737 1.06434 0.081
H 8.63254 1.82959 1.25391 0.082
H 9.43348 1.34375 -0.28514 0.084
H 4.40532 -0.08960 0.42933 0.059
H 3.26341 0.52236 -0.73459 0.071
H 4.16951 1.70248 0.25233 0.069
C -4.08483 1.65671 5.58278 0.043
N -4.14051 0.88471 4.31849 -0.455
O -3.46107 1.29914 3.39662 0.048
O -4.89575 -0.05604 4.26161 0.084
H -4.35013 1.02036 6.41734 0.096
H -4.82677 2.44354 5.45267 0.104
H -3.10423 2.10601 5.67835 0.095
C -3.63857 3.94003 -3.23553 0.041
N -3.31920 2.63050 -3.83054 -0.424
O -3.17192 1.68983 -3.07912 0.069
O -3.22962 2.57816 -5.04291 0.057
H -2.76820 4.58807 -3.31716 0.095
H -3.96597 3.81209 -2.21018 0.090
H -4.44082 4.43681 -3.77874 0.102
C -3.05892 7.68579 -1.47432 0.051
N -3.36318 6.58798 -0.51860 -0.442
O -4.29082 6.76995 0.24857 0.070
O -2.64815 5.61044 -0.53495 0.054
H -2.36692 7.28046 -2.20495 0.094
H -2.64254 8.52413 -0.92697 0.104
H -3.98619 7.98821 -1.95135 0.099
C 3.49217 -1.49043 4.67683 0.054
N 2.78117 -1.63436 3.37668 -0.417
O 2.87386 -0.71323 2.58431 0.052
O 2.17411 -2.66181 3.16386 0.058
H 2.97342 -0.72228 5.23960 0.107
H 4.52669 -1.25687 4.44959 0.099
H 3.43348 -2.43933 5.19800 0.089
```

Results
LUMO energy, Eh: -0.00462
Net charge: 0
HOMO-LUMO gap, eV: 10.342
Structure (SMILES): CCOS(C)(=O)=O.CCOS(C)(=O)=O.CCOS(C)(=O)=O.CCOS(C)(=O)=O.CCOS(C)(=O)=O.CCOS(C)(=O)=O.CCOS(C)(=O)=O.C[N+](=O)[O-].C[N+](=O)[O-].C[N+](=O)[O-].C[N+](=O)[O-]
Calculated total energy, eV: -168198.526
2S+1: 1

***

Molecular formula: C7H5F2INO2
Method: DFT, ωB97M-V/def2-TZVPD

XYZ file:
```
18
Properties=species:S:1:pos:R:3:lowdin_charge:R:1
C 1.10517 0.33195 -1.14396 -0.020
C 1.68946 -1.03094 -1.18801 -0.142
C 0.03394 0.60485 -0.47817 -0.260
C -1.02792 -0.01670 1.98619 -0.737
C 0.30257 -1.69669 0.47763 -0.298
C -0.56011 -0.47749 0.43070 -0.512
C -0.61812 1.92936 -0.48961 -0.383
N 1.23021 -2.02126 -0.52876 0.052
O -0.17111 -0.24018 2.82404 -0.010
O -2.12356 0.54268 2.02283 -0.109
F 0.33797 2.91734 -0.33684 0.039
F -1.09917 2.18965 -1.71774 0.048
I -2.49731 -0.78110 -0.68288 0.820
H 1.70862 1.02486 -1.65271 0.099
H 2.39377 -1.26062 -1.98940 0.097
H 0.93415 -1.56270 1.40853 0.151
H -0.34734 -2.40784 0.80774 0.073
H -1.29123 1.95482 0.25043 0.093
```

Results
LUMO energy, Eh: 0.10589
Net charge: -1
HOMO-LUMO gap, eV: 7.978
Calculated total energy, eV: -26461.459
2S+1: 1

***

Molecular formula: C5H9O2P
Method: DFT, ωB97M-V/def2-TZVPD

XYZ file:
```
17
Properties=species:S:1:pos:R:3:lowdin_charge:R:1
C 1.88791 -1.64777 -0.17609 -0.254
C 0.62654 0.79692 1.17692 -0.080
C -1.31889 0.45629 -0.43536 -0.084
C 0.61616 -1.18811 -0.36314 -0.054
C 0.15891 0.26278 -0.17561 -0.451
O 2.96443 -0.98408 0.27308 -0.374
O 2.80304 1.28669 -1.13463 -0.424
P 3.66550 0.49932 -0.28817 0.929
H 2.09044 -2.75590 -0.05687 0.129
H 1.67412 0.87321 1.23541 -0.001
H 0.25582 1.78765 1.14070 0.059
H 0.08034 0.24586 2.07819 0.141
H -2.00524 -0.07474 0.21215 0.082
H -1.55749 1.45624 -0.45266 0.043
H -1.45629 0.15854 -1.49764 0.093
H -0.04291 -1.87401 -0.93610 0.113
H 0.72564 0.77116 -1.04565 0.134
```

Results
LUMO energy, Eh: -0.01901
Net charge: 0
HOMO-LUMO gap, eV: 8.327
Structure (SMILES): CC(C)/C=C\OP=O
Calculated total energy, eV: -18713.879
2S+1: 1

***

Molecular formula: CH3Br2PS
Method: DFT, ωB97M-V/def2-TZVPD

XYZ file:
```
8
Properties=species:S:1:pos:R:3:lowdin_charge:R:1
C -0.03457 0.23323 -0.34834 0.025
P -2.84493 -0.42212 -0.65490 -0.472
S -4.11835 1.06389 -0.38430 0.057
Br -2.74594 -0.96520 -2.80150 0.187
Br -3.26758 -2.34247 0.40305 0.194
H 0.52466 -0.68335 -0.60577 0.009
H 0.10270 1.08550 -1.01631 0.003
H -0.00258 0.48947 0.71187 -0.003
```

Results
LUMO energy (spin up / spin down), Eh: -0.04310 / -0.08833
Net charge: 0
HOMO-LUMO gap (spin up / spin down), eV: 7.725 / 6.790
Calculated total energy, eV: -161293.548
2S+1: 1